A molecular structure, C31H31AsN2O4Se4Ti. Source: the OMol25 dataset; level of theory: the ωB97M-V functional and the def2-TZVPD basis.

Geometry as ORCA input:
```
! wB97M-V def2-TZVPD RIJCOSX def2/J DEFGRID3
* xyz -2 1
Ti -0.5717 -0.2484 0.5352
Se 1.9011 -0.0888 -0.4508
Se 2.4385 2.1912 -0.5012
Se 0.4526 3.0863 -1.3393
Se -1.0785 2.4161 0.2883
O -2.3626 -0.3483 0.7492
C -3.0276 -0.1128 1.9206
C -2.3834 0.1578 3.1216
C -3.1435 0.3637 4.3122
C -2.5441 0.6259 5.5108
C -1.1517 0.7230 5.6675
C -0.3919 0.5282 4.5300
C -0.9475 0.2448 3.2915
O -0.1229 0.0565 2.2349
N -3.4073 0.8189 6.6885
O -2.8743 1.0458 7.7586
O -4.6147 0.7240 6.5644
H -4.1067 -0.1575 1.8904
H -4.2232 0.3106 4.2623
H -0.7161 0.9420 6.6293
H 0.6891 0.5948 4.5782
C -2.4943 -8.3509 0.7050
C -1.9618 -7.0804 0.0907
C -2.7383 -5.9299 0.0264
C -2.2707 -4.7407 -0.5315
C -3.2161 -3.5589 -0.5413
C -0.9699 -4.7063 -1.0653
As -0.1622 -3.0248 -1.7584
N -0.4590 -2.1173 -0.1579
C 0.1483 -2.8021 0.9281
C -0.5719 -2.9455 2.1206
C -0.0067 -3.5461 3.2376
C 1.2789 -4.0662 3.1825
C 1.9929 -3.9691 1.9904
C 1.4398 -3.3486 0.8823
C -1.6576 -2.4855 -2.9429
C -2.2566 -3.4420 -3.7786
C -1.7533 -4.8655 -3.9322
C -3.3471 -3.0734 -4.5668
C -3.8431 -1.7793 -4.5774
C -5.0661 -1.4128 -5.3810
C -3.1607 -0.8218 -3.8415
C -2.0608 -1.1443 -3.0527
C -1.3136 -0.0227 -2.3840
C -0.1737 -5.8577 -1.0010
C 1.2389 -5.9370 -1.5450
C -0.6792 -7.0228 -0.4260
H -3.3849 -8.1528 1.3036
H -1.7487 -8.8190 1.3518
H -2.7655 -9.0802 -0.0638
H -3.7417 -5.9446 0.4451
H -3.9508 -3.6697 0.2584
H -3.7566 -3.5033 -1.4915
H -2.7006 -2.6121 -0.3896
H -1.5845 -2.5558 2.1638
H -0.5827 -3.6063 4.1546
H 1.7215 -4.5327 4.0549
H 3.0030 -4.3609 1.9291
H 2.0229 -3.2444 -0.0233
H -0.6847 -4.9497 -3.7441
H -1.9380 -5.2017 -4.9557
H -2.2537 -5.5571 -3.2514
H -3.8095 -3.8269 -5.2016
H -5.2716 -2.1595 -6.1504
H -4.9456 -0.4427 -5.8681
H -5.9493 -1.3459 -4.7390
H -3.4759 0.2176 -3.8865
H -1.4657 0.9308 -2.8819
H -0.2408 -0.2069 -2.3534
H -1.6771 0.1339 -1.3700
H 1.6023 -4.9865 -1.9187
H 1.2906 -6.6623 -2.3633
H 1.9250 -6.2720 -0.7628
H -0.0384 -7.9015 -0.3724
*
```

Calculated values
gap between HOMO and LUMO (spin up / spin down) = 4.076 / 4.078 eV
LUMO (spin up / spin down) = 3.963 / 3.963 eV
energy relative to the best compared isomer or geometry (same formula, charge and spin) = 6.4 kcal per mole
energy = -14301.43926 Eh

***

A molecular structure, C31H31AsN4O4PSe4Ti. Source: the OMol25 dataset; level of theory: the ωB97M-V functional and the def2-TZVPD basis.

Geometry as ORCA input:
```
! wB97M-V def2-TZVPD RIJCOSX def2/J DEFGRID3
* xyz -1 1
Ti 1.9300 -2.2087 0.0553
O 2.4287 -4.3872 3.5309
C 2.4737 -3.5647 2.6385
O 2.0631 -3.6808 1.4232
C 3.0725 -2.1963 2.8828
C 3.7739 -1.7764 3.9956
C 4.3203 -0.4990 3.9795
C 4.1673 0.3109 2.8631
C 3.4522 -0.1911 1.7943
N 2.9088 -1.4007 1.8336
C 3.1722 0.4939 0.4810
O 3.4739 1.6603 0.3060
O 2.5702 -0.2880 -0.3536
H 3.8866 -2.4496 4.8338
H 4.8723 -0.1365 4.8378
H 4.5808 1.3077 2.8027
Se -0.6303 -2.4585 0.3628
Se -2.0675 -4.3609 -0.0335
Se -2.2520 -5.3504 -2.1502
Se 2.8691 -3.2352 -1.6557
C -2.6530 -2.0592 -3.6957
N -1.3959 -2.8306 -4.0153
C -0.8017 -2.3265 -5.3010
N -0.5544 -0.9079 -5.2433
C -1.8016 -0.2186 -4.9210
N -2.4053 -0.6495 -3.6653
C -1.5825 -0.2720 -2.5051
P 0.1159 -1.0410 -2.5083
C -0.4182 -2.7237 -2.9071
C 0.5173 -0.5666 -4.2682
H -3.0009 -2.4320 -2.7319
H -3.3750 -2.3070 -4.4750
H -1.6519 -3.8452 -4.0166
H -1.5103 -2.5554 -6.0988
H 0.1288 -2.8703 -5.4598
H -2.5154 -0.4031 -5.7287
H -1.6027 0.8519 -4.8657
H -2.0910 -0.6064 -1.5970
H -1.4977 0.8157 -2.4580
H -0.9178 -3.1354 -2.0450
H 0.4330 -3.3713 -3.1104
H 1.4312 -1.0887 -4.5624
H 0.7210 0.5037 -4.3372
C -4.7559 0.3322 2.1903
C -3.7763 -0.2110 3.0101
C -2.4355 -0.0215 2.7143
C -2.0455 0.7359 1.6121
C -3.0363 1.2553 0.7826
C -4.3809 1.0578 1.0707
As -0.1485 0.7998 1.1157
C -0.1324 2.3804 -0.0303
C 0.6829 2.3258 -1.1584
C 0.7550 3.4110 -2.0245
C 0.0169 4.5567 -1.7688
C -0.7847 4.6255 -0.6352
C -0.8547 3.5444 0.2308
C 0.6473 1.5384 2.7494
C 1.2433 2.7951 2.8107
C 1.8965 3.2093 3.9649
C 1.9617 2.3754 5.0722
C 1.3919 1.1109 5.0123
C 0.7583 0.6908 3.8523
H -5.8034 0.1724 2.4125
H -4.0552 -0.8079 3.8693
H -1.6922 -0.4954 3.3408
H -2.7651 1.8093 -0.1070
H -5.1353 1.4674 0.4098
H 1.2816 1.4406 -1.3410
H 1.4030 3.3631 -2.8910
H 0.0736 5.4019 -2.4441
H -1.3522 5.5240 -0.4248
H -1.4754 3.6046 1.1173
H 1.2184 3.4490 1.9487
H 2.3594 4.1883 3.9948
H 2.4670 2.7030 5.9727
H 1.4610 0.4396 5.8597
H 0.3732 -0.3217 3.8002
*
```

Calculated values
gap between HOMO and LUMO = 5.548 eV
LUMO = 1.941 eV
energy relative to the best compared isomer or geometry (same formula, charge and spin) = 14.9 kcal per mole
energy = -14752.44003 Eh

***

A molecular structure, C31H31BrN5O6SW. Source: the OMol25 dataset; level of theory: the ωB97M-V functional and the def2-TZVPD basis.

Geometry as ORCA input:
```
! wB97M-V def2-TZVPD RIJCOSX def2/J DEFGRID3
* xyz 3 1
W 0.7169 0.6808 -1.0689
O 1.0322 -4.0453 1.6303
C 2.2746 -3.5507 1.7331
C 3.3194 -4.2802 2.2994
C 4.5810 -3.7317 2.3847
C 4.8407 -2.4462 1.8999
C 3.8224 -1.7221 1.3338
C 2.5222 -2.2499 1.2466
C 1.4778 -1.4583 0.6426
O 1.8257 -0.2221 0.1981
N 0.2235 -1.7653 0.5065
N -0.4488 -0.6998 -0.0411
C -1.7430 -0.6922 0.1804
C -2.5820 0.4290 -0.0075
C -3.9764 0.3362 0.2042
C -4.7442 1.4727 0.1784
C -4.1445 2.7242 -0.0283
C -2.7826 2.8543 -0.2173
C -2.0048 1.7008 -0.2157
O -0.6709 1.7848 -0.3725
H 0.9907 -4.9333 2.0076
H 3.1280 -5.2761 2.6791
H 5.3755 -4.3104 2.8354
H 5.8338 -2.0281 1.9740
H 4.0200 -0.7331 0.9415
H -2.1359 -1.6091 0.6126
H -4.4214 -0.6310 0.3950
H -5.8120 1.4133 0.3351
H -4.7660 3.6098 -0.0337
H -2.3211 3.8197 -0.3696
S -0.7187 1.1883 -2.9359
C -0.5470 0.1018 -4.3177
N -1.7337 -0.3661 -4.7838
C -1.8594 -1.1694 -5.8499
C -0.7327 -1.5702 -6.5361
C 0.4994 -1.1084 -6.0981
C 0.5949 -0.2688 -4.9931
H -2.5777 -0.0818 -4.2978
H -2.8669 -1.4583 -6.1139
H -0.8281 -2.2183 -7.3945
H 1.3999 -1.3983 -6.6235
H 1.5561 0.1067 -4.6691
Br 3.2883 0.9506 -2.8448
C 3.9913 -0.7486 -2.2884
C 5.3567 -0.7910 -2.0886
C 5.9607 -1.9977 -1.7521
C 5.2055 -3.1514 -1.6321
C 3.8384 -3.0982 -1.8440
C 3.2039 -1.8946 -2.1675
C 1.7400 -1.9942 -2.3578
O 1.1272 -2.9692 -2.6394
O 1.0219 -0.8052 -2.1695
H 5.9565 0.0996 -2.2106
H 7.0313 -2.0274 -1.6001
H 5.6777 -4.0916 -1.3846
H 3.2302 -3.9887 -1.7618
C 1.9157 2.3806 2.0445
N 1.7540 3.5710 1.2073
C 1.3477 4.8033 1.8914
C 1.8336 3.4703 -0.1090
O 1.7473 2.2564 -0.6417
N 2.0331 4.4925 -0.9265
C 2.7649 5.6997 -0.5179
C 1.7613 4.3901 -2.3565
H 2.1738 2.7121 3.0466
H 2.7197 1.7558 1.6624
H 0.9883 1.8039 2.0913
H 0.6020 4.5323 2.6369
H 0.8973 5.4906 1.1822
H 2.1906 5.2797 2.3900
H 3.2920 5.5202 0.4136
H 2.0996 6.5557 -0.4172
H 3.4986 5.9126 -1.2946
H 1.0598 3.5853 -2.5589
H 2.6879 4.2246 -2.9097
H 1.3197 5.3285 -2.6895
*
```

Calculated values
gap between HOMO and LUMO = 5.214 eV
LUMO = -10.260 eV
energy relative to the best compared isomer or geometry (same formula, charge and spin) = 0.0 kcal per mole
energy = -4963.60783 Eh

***

A molecular structure, C31H31ClFeN6OS6. Source: the OMol25 dataset; level of theory: the ωB97M-V functional and the def2-TZVPD basis.

Geometry as ORCA input:
```
! wB97M-V def2-TZVPD RIJCOSX def2/J DEFGRID3
* xyz 1 6
Fe -1.8654 1.2148 1.2970
S 2.8173 1.4749 6.7992
C 1.7752 1.3935 5.5366
S 1.9373 2.3929 4.1104
C 0.5371 1.7729 3.2801
C -0.1773 0.7917 3.9277
S -1.5787 0.0922 3.2361
S 0.4177 0.2993 5.4942
S 0.0845 2.3512 1.7331
N -4.0119 3.4763 -1.4593
C -3.3276 3.7741 -2.6102
C -3.9732 4.4172 -3.6713
C -3.2877 4.7092 -4.8295
C -1.9359 4.3853 -4.9555
C -1.2779 3.7644 -3.9148
C -1.9640 3.4525 -2.7448
S -1.1038 2.7450 -1.3907
N -2.3042 2.2057 -0.3704
C -3.5807 2.6869 -0.4285
C -4.4604 2.3285 0.6250
C -5.8356 2.6699 0.6701
C -6.5964 2.3069 1.7507
C -6.0103 1.5748 2.7881
C -4.6749 1.2432 2.6726
N -3.9049 1.6060 1.6539
H -4.9743 3.7855 -1.4216
H -5.0140 4.6837 -3.5706
H -3.7981 5.1929 -5.6466
H -1.4024 4.6287 -5.8613
H -0.2299 3.5205 -3.9860
H -6.2940 3.2178 -0.1397
H -7.6386 2.5798 1.8021
H -6.5772 1.2783 3.6555
H -4.1889 0.6663 3.4457
C 3.9971 -4.0228 1.4122
C 2.4629 -4.0582 1.3266
C 1.8837 -3.0982 2.3721
C 2.0259 -5.4781 1.7257
C 1.9998 -3.7611 -0.1451
O 2.3316 -4.8728 -0.9655
C 2.6347 -2.5232 -0.8359
C 2.7098 -1.1705 -0.1150
C 3.1659 -0.0941 -1.0628
C 4.4312 -0.1522 -1.6397
C 4.8675 0.8355 -2.5015
C 4.0320 1.9052 -2.7901
Cl 4.5696 3.1509 -3.8580
C 2.7725 1.9871 -2.2159
C 2.3464 0.9868 -1.3603
C 0.4487 -3.7350 -0.3021
N -0.1645 -2.4446 -0.3963
C -0.7337 -1.7070 0.5544
N -1.2179 -0.5884 0.0294
C -0.9095 -0.7081 -1.2865
N -0.2793 -1.8150 -1.5646
H 4.3060 -4.3053 2.4161
H 4.4021 -3.0367 1.2061
H 4.4498 -4.7356 0.7264
H 2.3185 -3.3390 3.3398
H 0.8081 -3.2162 2.4668
H 2.1022 -2.0581 2.1636
H 2.4686 -5.7359 2.6838
H 2.3500 -6.2089 0.9914
H 0.9481 -5.5600 1.8302
H 3.2819 -5.0340 -0.9336
H 2.0853 -2.3776 -1.7704
H 3.6517 -2.8031 -1.1163
H 3.4312 -1.2246 0.7022
H 1.7428 -0.8834 0.2981
H 5.0940 -0.9717 -1.4043
H 5.8509 0.7834 -2.9406
H 2.1374 2.8323 -2.4269
H 1.3679 1.0624 -0.9043
H -0.0276 -4.2930 0.5019
H 0.2503 -4.2467 -1.2467
H -0.8057 -1.9854 1.5843
H -1.1683 0.0178 -2.0261
*
```

Calculated values
gap between HOMO and LUMO (spin up / spin down) = 6.584 / 5.308 eV
LUMO (spin up / spin down) = -2.555 / -5.515 eV
energy = -5716.50060 Eh

***

A molecular structure, C31H31F5LuN2O7S. Source: the OMol25 dataset; level of theory: the ωB97M-V functional and the def2-TZVPD basis.

Geometry as ORCA input:
```
! wB97M-V def2-TZVPD RIJCOSX def2/J DEFGRID3
* xyz 0 2
Lu -0.0655 -1.0391 -0.9884
C -1.6408 -3.8293 -2.8800
O -1.7143 -3.1104 -1.6637
C -1.9984 -3.9529 -0.5675
C -2.0775 -3.0940 0.6785
O -0.8610 -2.3679 0.8814
C 0.0546 -2.9644 1.7959
C 1.2267 -2.0074 1.9139
O 1.9629 -1.9228 0.7073
C 3.0099 -2.8689 0.6232
H -2.5861 -4.3420 -3.0806
H -0.8317 -4.5667 -2.8502
H -1.4309 -3.1137 -3.6709
H -1.2164 -4.7200 -0.4746
H -2.9596 -4.4594 -0.7155
H -2.2983 -3.7133 1.5502
H -2.8558 -2.3445 0.5479
H 0.3730 -3.9502 1.4391
H -0.4251 -3.0729 2.7735
H 1.8755 -2.2930 2.7469
H 0.8156 -1.0126 2.0724
H 3.6354 -2.8260 1.5194
H 3.6198 -2.6036 -0.2365
H 2.6317 -3.8891 0.4994
O 0.8930 -2.8175 -1.7460
N 2.0830 -2.9494 -2.3122
C 2.5766 -4.1946 -2.4649
C 3.8150 -4.4217 -2.9950
C 4.5729 -3.3219 -3.4121
C 4.0549 -2.0604 -3.2718
C 2.7904 -1.8406 -2.6905
S 2.1499 -0.2926 -2.4153
H 1.9151 -4.9839 -2.1395
H 4.1771 -5.4342 -3.0890
H 5.5537 -3.4681 -3.8438
H 4.5975 -1.1834 -3.5923
F -4.8275 0.7134 -5.5295
C -4.2092 0.3785 -4.3916
C -2.8615 0.0717 -4.3840
F -2.1518 0.0938 -5.5143
C -2.2693 -0.2694 -3.1896
F -0.9232 -0.6054 -3.1638
C -2.9089 -0.3022 -1.9378
O -2.2590 -0.5871 -0.8684
C -4.2869 -0.0091 -2.0080
F -5.0177 -0.0543 -0.8865
C -4.9104 0.3242 -3.1931
F -6.2157 0.5985 -3.2002
C 2.7222 3.5581 1.8166
O 1.5605 4.3739 1.8398
C 1.1404 4.7443 3.0902
C 1.3845 6.0609 3.4576
C 1.0757 6.5412 4.7176
C 0.5093 5.6767 5.6418
C 0.2281 4.3748 5.2804
C 0.5021 3.8741 3.9997
N 0.1678 2.5365 3.7733
C -0.0036 1.8154 2.6002
C -0.6452 2.2586 1.4349
C -1.5266 3.3642 1.4189
C -2.1287 3.7856 0.2595
C -1.8227 3.1589 -0.9472
C -0.9550 2.0778 -0.9727
C -0.4127 1.5543 0.2071
O 0.3504 0.4653 0.1891
H 3.6015 4.1272 2.1370
H 2.8500 3.2310 0.7866
H 2.6174 2.6755 2.4524
H 1.8542 6.7003 2.7207
H 1.3019 7.5654 4.9819
H 0.2760 6.0195 6.6414
H -0.2340 3.7071 6.0000
H 0.1061 1.9987 4.6204
H 0.3951 0.8127 2.6271
H -1.7442 3.8578 2.3584
H -2.8247 4.6143 0.2742
H -2.2677 3.5158 -1.8678
H -0.6598 1.6336 -1.9210
*
```

Calculated values
gap between HOMO and LUMO (spin up / spin down) = 5.706 / 7.545 eV
LUMO (spin up / spin down) = 0.124 / 0.124 eV
energy relative to the best compared isomer or geometry (same formula, charge and spin) = 27.4 kcal per mole
energy = -3969.12943 Eh

***

A molecular structure, C31H31FIrN2O7P. Source: the OMol25 dataset; level of theory: the ωB97M-V functional and the def2-TZVPD basis.

Geometry as ORCA input:
```
! wB97M-V def2-TZVPD RIJCOSX def2/J DEFGRID3
* xyz 0 1
Ir -0.7242 -0.9252 0.1150
C 4.3311 1.4855 1.4292
C 3.3094 1.4960 2.5276
C 3.6073 2.2466 3.6618
C 2.7335 2.3499 4.7271
C 1.5225 1.6771 4.6864
C 1.2042 0.9254 3.5732
C 2.0794 0.8286 2.4894
P 1.4456 -0.2165 1.1271
C 2.1599 0.4135 -0.4166
C 2.9499 -0.3848 -1.2389
C 3.3169 0.0614 -2.4931
C 2.8933 1.3055 -2.9263
C 2.1094 2.1031 -2.1096
C 1.7108 1.6666 -0.8549
C 0.7833 2.4825 -0.0093
C 2.1717 -1.8505 1.4321
C 3.5194 -2.0308 1.7069
C 4.0685 -3.3001 1.6750
C 3.2661 -4.3892 1.3519
C 1.9149 -4.2258 1.1446
C 1.3093 -2.9600 1.2453
C -0.1216 -2.8079 1.2529
H 5.3281 1.5588 1.8612
H 4.1854 2.3474 0.7766
H 4.2836 0.5963 0.8098
H 4.5561 2.7652 3.6921
H 3.0048 2.9483 5.5843
H 0.8331 1.7466 5.5132
H 0.2557 0.4070 3.5128
H 3.2636 -1.3597 -0.8971
H 3.9260 -0.5574 -3.1341
H 3.1601 1.6480 -3.9136
H 1.7690 3.0650 -2.4667
H 0.4916 3.3916 -0.5279
H 1.2539 2.7589 0.9342
H -0.1201 1.9037 0.2227
H 4.1460 -1.1825 1.9367
H 5.1191 -3.4367 1.8698
H 3.7041 -5.3750 1.3051
H 1.2888 -5.0823 0.9441
H -0.5174 -2.3453 2.1607
H -0.6605 -3.7152 1.0057
C -2.1349 -1.1121 -4.2550
C -1.3219 -0.4163 -3.1741
C -0.8873 0.9898 -3.5821
O -1.9927 -0.3379 -1.9423
C 0.0588 -1.2501 -2.9871
O 0.6523 -1.4969 -4.0104
O 0.3415 -1.5036 -1.8005
H -3.0122 -0.5223 -4.5216
H -2.4550 -2.1016 -3.9280
H -1.5119 -1.2271 -5.1387
H -1.7596 1.6133 -3.7784
H -0.2671 0.9278 -4.4722
H -0.3114 1.4334 -2.7748
H -2.7299 -0.9793 -1.8934
F -6.4234 3.4765 0.2514
C -5.8842 2.3070 -0.1279
C -5.6717 1.3403 0.7879
N -5.2067 0.1105 0.4471
C -4.8563 -0.8623 1.4492
C -3.3092 -0.8512 1.7411
O -2.8948 -1.4891 2.6870
O -2.6413 -0.1617 0.9134
C -4.8518 -0.1753 -0.8506
O -4.4388 -1.2623 -1.2080
N -5.0283 0.8502 -1.7444
C -5.5360 2.1310 -1.5274
O -5.6390 2.9291 -2.4244
H -5.8854 1.5058 1.8329
H -5.0897 -1.8596 1.0695
H -5.4070 -0.6939 2.3716
H -4.7366 0.6543 -2.6960
*
```

Calculated values
gap between HOMO and LUMO (spin up / spin down) = 6.937 / 6.935 eV
LUMO (spin up / spin down) = -1.441 / -1.441 eV
energy relative to the best compared isomer or geometry (same formula, charge and spin) = 84.7 kcal per mole
energy = -2381.65352 Eh